{"formula": "C3H2AgO2", "method": "the ωB97M-V functional and the def2-TZVPD basis", "symbols": ["H", "O", "O", "C", "C", "C", "H", "Ag"], "xyz": [[1.738, 0.833, 1.728], [1.631, -0.244, -0.119], [-0.105, 0.451, -2.164], [1.345, 0.722, 0.709], [0.369, 1.501, 0.070], [0.296, 0.743, -1.112], [-0.131, 2.436, 0.301], [-2.002, -1.630, 1.541]], "mulliken_spin": [-0.010, -0.002, -0.003, -0.027, 0.073, -0.016, -0.006, 0.992], "total_charge": 0, "energy_ev": -11233.6102, "relative_energy_ev": 0.000, "multiplicity": 2, "e_homo_ev": [-7.00, -9.48]}